82
Properties=species:S:1:pos:R:3:forces:R:3 method="wB97M-V/def2-TZVPD" homo_lumo_gap_ev=5.358 homo_ev=-1.0748 e_tot_ev=-84030.2965 total_charge=-2 e_above_lowest_ev=0.000 spin_multiplicity=1
H 1.002 -4.108 -0.543 -0.08 0.06 0.00
O 3.067 -2.750 -1.256 -0.02 -0.02 0.05
C 1.671 -3.322 1.364 -0.06 0.05 -0.05
C -2.449 1.798 -1.410 0.04 0.05 -0.01
H 3.947 3.347 -2.586 0.00 -0.01 0.01
N -0.823 0.311 1.992 -0.02 -0.05 -0.22
O -2.751 -0.829 1.651 -0.15 -0.05 0.12
H 1.501 1.580 5.080 0.00 -0.02 0.00
H -3.321 2.724 1.708 0.01 -0.03 0.00
C -1.913 -0.821 3.850 -0.16 0.05 -0.13
O -2.886 -1.175 -5.895 -0.04 -0.06 0.00
C 2.841 3.785 -0.251 0.00 0.05 0.01
H 2.939 0.478 -0.618 -0.02 0.00 0.00
H -1.998 3.140 -3.028 0.00 0.01 -0.02
H 2.050 4.792 -2.533 0.00 -0.01 -0.01
N -2.142 0.623 -2.138 0.15 0.21 0.12
C 1.964 -2.290 -0.965 0.11 -0.02 -0.10
C -0.868 -0.506 4.622 0.05 -0.02 0.07
H -0.372 3.016 -0.523 -0.07 -0.01 -0.02
O 2.612 -2.037 3.133 0.03 -0.04 0.02
C -2.611 4.187 -1.260 -0.03 0.02 0.03
H 2.577 -3.926 1.304 0.01 0.01 -0.01
C 1.442 3.964 -2.152 0.01 0.04 -0.01
O 1.451 -1.194 -1.353 -0.04 0.08 -0.07
H 2.571 1.414 0.846 -0.01 0.00 0.04
C 2.561 1.427 -0.242 0.07 0.04 -0.03
N 1.147 1.573 -0.688 0.02 -0.11 -0.03
C 0.114 0.782 2.856 0.02 0.20 0.11
N 3.396 2.527 -0.742 -0.03 -0.02 0.02
C -1.540 -2.900 -2.197 0.18 -0.55 0.60
C 0.651 2.876 -0.193 0.11 0.08 0.09
C -2.819 1.673 -0.080 0.01 0.00 -0.17
C 0.085 -5.312 1.544 0.02 0.01 -0.02
C 0.618 -4.035 2.217 0.05 -0.07 0.01
O 0.941 1.650 2.578 -0.03 -0.04 -0.02
H 0.980 -4.173 3.235 0.02 0.01 -0.01
H 0.118 1.735 -2.520 0.03 -0.01 0.03
H -3.156 4.966 0.665 0.00 0.00 0.01
C 3.326 2.531 -2.201 0.02 0.00 -0.02
Mg 0.194 -0.415 0.056 -0.04 0.02 0.20
H -2.891 0.683 0.355 0.00 -0.02 0.13
H -2.509 5.166 -1.714 0.00 -0.01 -0.02
H 0.684 2.853 0.892 -0.02 -0.02 0.02
C -1.494 -1.437 -2.441 -0.03 0.54 -0.45
H -0.268 -6.022 2.294 -0.01 0.02 0.01
H 1.241 0.013 5.895 0.01 0.00 0.00
N 1.959 2.710 -2.695 -0.03 -0.06 0.02
C -3.062 2.819 0.661 -0.02 0.08 0.05
H -1.036 -3.043 -4.373 -0.09 0.01 0.07
C -2.103 -0.973 -3.671 0.03 0.01 0.12
H 3.458 4.613 -0.615 0.00 -0.01 0.00
H -0.770 -0.843 5.647 0.01 0.00 -0.01
H 2.206 0.088 4.405 0.01 -0.02 -0.02
N 0.146 0.268 4.158 0.15 0.00 0.02
O -0.541 -3.192 2.277 -0.06 0.05 -0.13
C 1.144 1.606 -2.170 -0.03 0.10 -0.02
C -1.076 -4.777 0.676 0.07 -0.01 -0.03
N 1.460 3.998 -0.692 0.02 -0.06 0.01
C -1.062 -3.272 0.964 -0.17 -0.23 0.23
H 0.861 -5.801 0.951 -0.01 -0.02 0.01
O -0.738 -3.703 -2.671 -0.01 0.04 -0.29
Cl -3.468 1.341 -4.358 0.02 0.03 0.05
C -2.969 4.075 0.078 0.01 -0.03 -0.03
C 1.089 -3.141 -0.039 0.19 -0.19 0.06
C 1.350 0.510 4.931 -0.01 0.03 0.06
C -2.333 3.053 -2.005 -0.01 -0.01 0.05
H 2.860 3.775 0.841 0.00 0.00 0.00
H -2.718 -1.446 4.202 -0.01 -0.01 -0.02
H 0.412 4.097 -2.492 0.00 0.00 0.00
C -2.522 0.300 -3.383 -0.07 -0.10 -0.16
H 1.527 0.655 -2.533 0.01 -0.03 0.01
H -2.031 -2.789 0.938 0.07 0.06 -0.05
N -1.437 -0.434 -1.549 -0.46 -0.08 -0.29
H -2.033 -5.173 1.013 -0.01 0.01 -0.02
O -0.221 -2.556 0.074 0.03 0.13 0.07
O 1.635 -0.928 1.457 0.07 0.06 -0.07
H 3.711 1.580 -2.575 0.01 0.00 0.01
O -1.522 -2.749 -5.176 0.11 -0.12 0.01
C 2.019 -1.981 2.048 -0.09 -0.04 0.01
H -0.976 -4.979 -0.389 -0.02 0.01 0.01
C -1.873 -0.443 2.439 0.12 -0.05 -0.06
C -2.226 -1.629 -4.985 0.08 0.11 0.08

---

106
Properties=species:S:1:pos:R:3:forces:R:3 method="wB97M-V/def2-TZVPD" homo_lumo_gap_ev="5.377 / 2.307" homo_ev="-10.8762 / -10.8762" e_tot_ev=-210152.9835 total_charge=+1 spin_multiplicity=4
C -11.275 -26.450 1.761 -2.15 0.08 -0.86
O -9.272 -25.727 -0.030 0.68 -1.10 0.71
H -7.971 -26.384 -2.481 0.17 0.82 0.06
H -13.980 -19.930 -3.798 0.07 -0.02 -0.01
C -5.841 -23.400 6.789 -2.21 -0.27 -0.21
C -12.682 -19.123 -2.213 -1.35 -0.30 -0.06
F -6.829 -20.955 1.073 -0.04 -0.42 0.20
F -12.625 -26.383 1.412 2.14 0.84 0.06
C -11.427 -30.519 -0.574 0.40 0.82 0.94
C -10.037 -16.804 6.988 0.33 0.87 -0.26
V -7.298 -24.666 2.742 0.68 2.36 0.56
O -4.800 -23.495 4.233 -1.43 -1.60 1.25
F -4.997 -23.543 7.754 0.68 0.11 0.09
N -7.141 -22.437 3.386 0.71 3.01 1.03
H -7.031 -19.561 5.032 -0.36 -0.90 0.36
O -11.005 -24.092 0.223 1.18 -1.10 2.33
F -9.395 -25.792 5.136 -0.57 -0.13 0.62
H -11.875 -18.997 -2.935 -0.19 0.00 -0.18
H -10.678 -15.986 3.313 0.21 0.13 -0.18
S -6.045 -23.252 -0.104 -1.37 4.31 -3.61
F -10.905 -27.645 1.301 0.84 -0.02 -0.38
S -10.287 -23.236 2.905 -1.09 -0.66 3.87
S -10.105 -25.029 0.897 -1.99 -0.40 -3.23
C -6.865 -21.355 3.782 -0.37 -4.10 0.05
C -3.950 -19.085 3.821 -1.68 -0.22 -0.28
H -10.172 -18.328 3.960 0.16 0.07 -0.16
H -9.359 -25.744 -5.936 0.06 0.19 -0.68
H -8.704 -27.192 -3.725 -0.06 -0.05 -0.79
F -5.132 -20.735 -0.143 0.79 0.70 -1.82
H -13.112 -21.128 -2.833 -0.09 -0.19 -0.25
C -10.420 -16.183 4.343 -0.40 -1.17 -0.31
H -8.789 -24.022 -6.149 0.24 -0.30 0.04
C -14.941 -20.532 -2.050 3.98 1.53 -1.74
F -7.069 -23.810 7.236 1.26 0.53 -0.91
O -4.514 -25.888 2.187 -1.68 -1.41 1.16
F -11.360 -21.069 1.763 0.98 -1.02 -0.15
H -14.017 -28.466 -2.652 0.33 0.27 -0.22
S -6.895 -26.490 5.521 1.57 -5.89 4.20
H -4.489 -20.957 4.713 0.25 0.05 0.34
O -11.700 -23.612 2.962 2.50 0.21 -1.44
F -9.615 -21.841 0.629 -0.54 0.49 1.94
F -4.038 -25.686 -1.437 0.45 0.15 -1.57
F -8.899 -26.155 7.322 0.05 0.30 -2.58
C -6.377 -20.069 4.324 0.10 1.12 -1.01
F -9.401 -20.747 2.578 -0.30 -1.03 -0.96
H -12.869 -19.702 -0.131 0.05 -0.40 -0.07
H -6.583 -19.437 3.460 0.38 0.41 -0.41
O -3.493 -24.130 1.021 -0.42 0.76 -1.23
C -10.569 -15.157 5.279 0.61 -0.63 -0.71
N -15.895 -20.738 -1.495 -2.90 -0.77 1.66
H -4.298 -18.054 3.764 0.42 0.28 0.63
C -10.143 -21.617 1.849 -0.06 1.11 -0.34
N -11.510 -24.000 -4.537 2.00 -0.72 -0.71
H -11.444 -20.400 -1.046 -0.42 -0.50 0.21
H -2.893 -19.198 4.063 -0.21 0.21 0.07
C -5.669 -21.519 0.714 0.33 -0.59 1.20
S -4.601 -25.019 1.066 2.89 -1.15 1.89
N -6.736 -25.154 4.654 1.72 1.25 -0.10
C -12.097 -19.543 -0.885 0.47 0.16 0.23
C -10.470 -24.340 -4.945 -1.64 0.72 0.55
C -12.810 -30.882 -0.559 -0.04 -0.92 -0.78
C -9.973 -17.812 6.061 -0.52 1.81 -2.06
C -13.680 -20.199 -2.785 0.32 -0.22 0.25
H -10.797 -14.174 4.896 -0.09 0.13 0.37
C -8.719 -26.507 6.019 0.11 -2.68 1.22
O -7.408 -23.147 -0.560 0.39 -0.13 0.61
F -4.137 -27.372 -0.167 -0.58 -0.28 0.19
C -8.648 -26.185 -3.312 -0.65 -0.93 0.25
O -4.210 -25.370 5.734 -2.38 1.09 -0.94
H -10.054 -28.915 -1.145 0.28 -0.49 0.29
N -9.159 -24.429 2.088 -2.49 1.46 0.77
O -6.476 -27.693 4.740 -1.84 3.23 1.09
O -9.719 -23.089 4.244 0.14 0.30 -2.46
F -13.318 -31.958 0.100 1.45 2.55 -1.34
F -4.815 -21.540 1.779 -1.12 -0.68 -0.63
H -7.869 -24.213 -3.818 -0.57 0.15 0.45
H -4.797 -19.586 5.791 -0.20 -0.07 -0.10
C -10.128 -17.519 4.674 -0.43 0.68 1.72
H -9.768 -17.050 8.004 -0.30 0.13 0.20
C -4.864 -19.934 4.760 0.26 -0.82 -0.99
H -4.131 -19.381 2.787 0.37 -0.51 -0.03
S -5.242 -24.467 5.245 3.08 2.04 -0.38
C -13.262 -28.987 -2.082 -1.73 -1.84 0.91
H -10.337 -14.761 7.401 -0.08 0.35 -0.19
H -11.402 -18.825 -0.448 -0.15 0.50 -0.20
C -11.944 -28.573 -1.902 -1.02 1.02 -1.59
H -10.704 -31.036 0.039 -0.04 -0.29 -0.05
F -11.233 -26.492 3.060 0.58 0.50 0.59
H -13.245 -18.191 -2.149 0.23 0.18 0.11
C -11.049 -29.330 -1.194 0.81 -1.92 1.47
C -4.677 -26.221 -0.469 0.36 1.92 2.40
H -11.583 -27.710 -2.441 -0.04 0.31 0.13
O -6.354 -26.439 6.923 -0.98 0.62 -3.89
N -6.090 -24.230 1.192 2.08 -1.38 -0.91
F -9.808 -19.053 6.465 0.39 -1.27 0.22
F -5.966 -22.096 6.432 0.37 -1.29 0.17
C -9.149 -24.786 -5.460 -1.38 -0.57 1.05
F -9.086 -27.862 5.985 0.29 2.40 -0.50
C -8.220 -25.126 -4.300 1.81 0.66 -0.08
H -14.671 -30.581 -1.509 -0.27 0.33 -0.33
C -13.680 -30.155 -1.454 -0.10 0.32 0.60
H -7.275 -25.431 -4.750 0.03 -0.39 -0.24
F -5.982 -26.238 -0.628 -0.94 -1.28 -1.18
H -9.642 -26.021 -2.897 -0.01 0.42 0.17
C -10.312 -15.469 6.587 0.17 -1.13 1.33
O -5.052 -23.336 -1.209 -1.71 -0.79 3.48

---

81
Properties=species:S:1:pos:R:3:forces:R:3 method="wB97M-V/def2-TZVPD" homo_lumo_gap_ev=8.667 smiles="O=[N+]([O-])c1ccccc1.O=[N+]([O-])c1ccccc1.O=[N+]([O-])c1ccccc1.O=[N+]([O-])c1ccccc1.O=C1OC[C@@H](F)O1.CCOS(C)(=O)=O" homo_ev=-10.0072 e_tot_ev=-79778.9670 e_above_lowest_ev=0.000 spin_multiplicity=1
H 1.761 -3.000 4.193 0.14 -0.08 -0.09
H -7.198 4.727 2.291 0.17 0.23 -0.17
H -4.160 4.278 2.254 0.07 0.01 -0.17
C -1.455 1.854 4.903 -0.70 0.36 0.65
O -1.438 0.677 8.251 0.17 -0.39 0.48
C -1.003 1.763 -8.276 -0.40 0.25 -0.16
H 0.746 1.170 -9.386 -0.04 0.14 -0.04
H -1.346 1.831 -4.939 0.16 0.02 0.07
C 1.307 -3.921 3.854 -0.14 0.23 0.40
C 5.030 -2.640 -0.450 -0.16 0.20 0.27
C 4.771 -2.284 -1.771 -0.47 -0.90 0.87
H 1.895 -5.021 5.564 -0.37 0.04 0.26
H 5.857 -2.173 0.063 0.14 -0.12 -0.03
O -1.170 2.223 -10.517 0.29 0.04 -0.29
N 0.848 -2.913 1.643 -0.36 0.65 -0.19
N -1.783 2.136 -9.476 0.11 -0.47 -0.17
C 1.288 -5.044 4.669 0.88 -0.42 -0.43
C -1.127 1.107 6.026 0.60 -0.59 -0.78
O 1.491 0.848 0.476 -0.23 -0.46 0.24
H -2.142 2.677 5.061 0.02 0.00 -0.17
O 6.473 -0.763 -1.759 0.35 0.26 0.35
C -5.040 4.794 1.860 -0.11 0.46 0.82
S -3.861 4.476 -0.443 -1.35 -1.06 -0.05
C 0.731 1.676 -0.271 0.29 0.26 0.00
O 1.009 1.510 -1.578 0.55 0.33 -0.96
H -6.367 3.251 2.687 0.22 -0.02 -0.14
H -0.327 -5.172 1.189 -0.09 -0.08 0.06
C 2.788 -3.652 -1.787 1.39 -0.60 0.76
O -5.204 4.558 0.465 0.49 -0.42 -0.48
C 0.707 -3.994 2.618 0.13 -0.79 -0.38
C 2.084 -0.075 -0.424 1.28 -0.72 -0.91
H 1.984 -4.176 -2.281 -0.21 0.49 -0.22
H 2.070 0.895 -7.359 0.08 0.32 0.17
O -0.028 2.485 0.141 -0.34 -0.01 0.40
H 4.337 -3.798 1.244 0.04 0.21 0.08
H 1.483 -0.955 -0.663 -0.69 0.39 0.08
C -1.609 1.900 -7.044 -0.17 0.27 0.48
O -3.096 5.658 -0.229 0.30 0.00 0.08
N -1.719 1.406 7.331 0.06 0.03 -0.35
C 0.288 -0.232 4.682 0.04 -0.20 0.04
O -2.455 2.358 7.407 -0.45 0.60 0.01
O -2.973 2.324 -9.373 -0.23 0.06 0.35
H -3.833 2.283 0.425 0.00 0.10 0.46
H 0.532 0.253 2.660 -0.30 0.33 -0.30
C -3.047 3.011 0.246 -0.32 0.73 -0.89
H -4.898 5.864 2.023 0.12 -0.01 -0.12
C 3.060 -3.997 -0.460 -1.04 0.34 -0.41
O -0.003 -2.784 0.779 0.09 -0.32 0.18
H -2.640 2.198 -6.912 -0.03 -0.05 -0.47
C -0.855 1.726 -5.897 0.23 0.00 -0.17
C 0.314 1.367 -8.418 -0.28 0.44 0.24
H 0.889 -7.153 4.804 -0.16 0.00 0.08
C 0.504 1.447 -6.007 -0.71 0.07 0.62
C 0.773 -6.259 4.209 -0.04 0.57 -0.01
C -0.006 0.534 3.555 -0.15 -0.34 0.37
C 1.057 1.272 -7.256 0.78 -1.05 -0.42
H 0.941 -1.086 4.561 0.12 0.11 0.06
H -2.438 2.607 -0.559 0.21 0.25 0.04
H -1.211 2.213 2.832 0.07 -0.24 -0.25
N 5.644 -1.328 -2.434 -0.04 -0.04 -0.17
O 1.826 -2.192 1.723 0.07 0.00 0.46
O 5.480 -1.152 -3.618 -0.10 0.09 -0.49
H 3.098 1.453 -1.687 -0.07 0.08 -0.28
H 2.248 -4.548 0.003 0.52 -0.39 0.42
F 2.228 -0.010 -2.781 -0.06 0.53 -0.06
C 0.116 -5.168 2.176 -0.21 0.09 -0.27
H 3.003 -0.551 -0.080 0.14 0.77 0.49
H -2.426 3.326 1.075 -0.07 -0.30 0.16
O -4.371 4.119 -1.736 0.44 0.32 0.49
H 1.072 1.338 -5.092 0.23 -0.05 -0.16
C 0.140 -6.303 2.972 -0.26 0.25 0.26
H -0.145 -0.621 6.787 0.35 0.03 0.00
C -0.955 1.553 3.647 0.83 0.12 0.47
C 4.155 -3.493 0.224 0.18 -0.10 -0.61
C -6.248 4.335 2.656 -0.32 -0.31 -0.03
H 3.402 -2.477 -3.423 0.54 -0.11 -0.17
C 3.693 -2.830 -2.442 -1.12 0.62 -0.74
H -0.391 -7.192 2.660 0.25 -0.10 -0.17
H -6.134 4.668 3.688 0.07 0.06 -0.01
C -0.261 0.022 5.929 -0.66 0.24 -0.26
C 2.237 0.785 -1.679 -0.78 -1.23 0.95